48
Properties=species:S:1:pos:R:3 method="wB97M-V/def2-TZVPD" max_force_ev_per_a=4.66 total_energy_ev=-35132.4985 orbital_gap_ev=7.03 homo_ev=-11.53 lumo_ev=-4.50 charge=+1
C 2.28197 -1.84200 1.26450
C 0.83444 -1.87199 0.51481
C -0.02435 -0.68824 1.23946
C 0.91832 -1.48343 -1.03485
N 1.09762 -2.64716 -1.98735
Cl 1.86689 -4.03968 -1.31082
C 1.91748 -2.11990 -3.16357
C 0.88404 -1.18447 -3.99610
O 1.20469 -0.04981 -4.37324
H 2.88071 -1.02691 0.74161
H 2.05408 -1.63353 2.35626
H 2.84593 -2.83125 1.11163
H 0.27162 -2.84169 0.73234
H -0.77810 -0.19735 0.54423
H -0.47621 -1.05702 2.21515
H 0.74945 0.11345 1.53441
H 1.71413 -0.66556 -1.14336
H -0.08246 -0.99006 -1.31316
H 0.18343 -2.95439 -2.38359
H 2.83140 -1.52346 -2.81031
H 2.30639 -2.96026 -3.82827
H -0.16383 -1.63425 -4.15497
C 2.78601 3.98356 -2.67394
C 1.36290 3.53282 -2.92599
C 1.42006 2.07229 -2.52457
O 2.41352 1.96215 -1.49442
C 3.15404 3.19082 -1.43464
H 2.88744 5.06073 -2.53517
H 3.42382 3.68448 -3.51206
H 0.67930 4.07591 -2.26537
H 1.03067 3.67906 -3.95489
H 1.73547 1.43991 -3.36210
H 0.46085 1.70183 -2.15040
H 2.85488 3.71835 -0.52290
H 4.22257 2.97376 -1.37633
C -4.74702 0.27164 4.42136
C -4.98501 -0.96243 3.57895
C -3.72318 -1.01981 2.74037
O -2.67206 -0.44887 3.53184
C -3.25418 0.19786 4.67373
H -5.33322 0.29563 5.34103
H -4.98417 1.16889 3.84049
H -5.04589 -1.84527 4.22335
H -5.89425 -0.91584 2.97766
H -3.82283 -0.41770 1.83034
H -3.45505 -2.04032 2.45532
H -3.03055 -0.41292 5.55474
H -2.80177 1.18244 4.80881

---

20
Properties=species:S:1:pos:R:3 method="wB97M-V/def2-TZVPD" max_force_ev_per_a=5.08 total_energy_ev=-20774.8434 orbital_gap_ev=7.62 homo_ev=-13.49 lumo_ev=-5.87 charge=+1
C -1.99956 -1.69008 -0.12619
C -0.81238 -2.48304 -0.13167
C -1.93319 -0.27462 -0.12005
C 0.42520 -1.88360 -0.14300
C -0.71100 0.32131 0.15006
C 0.46756 -0.48244 0.13507
C -0.51319 1.77274 0.27615
C 1.70444 0.22448 0.43467
N 0.59505 2.29535 -0.61054
S 3.17334 -0.49706 -0.10125
H -2.98097 -2.27719 -0.22766
H -0.81096 -3.50811 -0.20603
H -2.70989 0.44795 -0.14564
H 1.28892 -2.37558 -0.14778
H -1.39920 2.22324 -0.00652
H -0.31015 1.90316 1.28256
H 1.57827 1.14713 0.92512
H 0.44416 1.84418 -1.49263
H 0.51990 3.30701 -0.66485
H 3.98364 -0.01482 0.92021

---

126
Properties=species:S:1:pos:R:3 method="wB97M-V/def2-TZVPD" max_force_ev_per_a=2.82 total_energy_ev=-176533.4114 orbital_gap_ev="9.99 / 8.26" homo_ev="-12.45 / -12.45" lumo_ev="-2.46 / -4.19" spin_multiplicity=3 charge=+1
Pt 0.39295 0.88561 -1.71765
B -0.14144 -0.98305 0.32771
F 0.97635 -1.74053 0.68109
F -0.29145 -1.09202 -1.11006
F -1.29251 -1.43541 0.94393
F 0.03817 0.37388 0.54069
O -1.49461 1.93009 -1.06677
S -2.70914 2.28357 -0.37647
O -3.85542 1.43351 -0.55118
O -2.31788 2.52138 1.16702
C -2.57076 1.47570 2.10342
C -1.64274 1.53507 3.30712
C -3.09355 4.00702 -0.80265
H -2.39427 0.50552 1.63124
H -3.59996 1.51444 2.46687
H -1.94536 2.26604 4.05786
H -0.64921 1.83358 2.95468
H -1.50741 0.58723 3.82196
H -2.16388 4.57075 -0.79373
H -3.79571 4.35214 -0.05173
H -3.45656 3.93138 -1.82641
O 1.50687 1.83385 7.39293
S 2.35976 1.56143 6.26937
O 3.20108 0.39288 6.22024
O 1.39634 1.44557 4.95237
C 1.96714 0.87991 3.77969
C 1.47639 -0.57908 3.64721
C 3.39354 2.97798 5.83718
H 3.06035 0.91872 3.77424
H 1.77515 1.34294 2.80726
H 0.43036 -0.54973 3.35743
H 1.62021 -0.95937 4.65824
H 2.16031 -1.11765 2.99518
H 4.20990 2.55872 5.25992
H 3.72370 3.49132 6.73719
H 2.74415 3.66959 5.30560
O -2.99164 2.14377 -4.31210
S -2.42323 0.81453 -4.20804
O -1.31459 0.48230 -3.29751
O -3.60876 -0.21406 -3.84245
C -4.91077 0.30299 -3.50717
C -5.93004 -0.77153 -3.85161
C -2.04404 0.18718 -5.84089
H -5.18420 1.24413 -3.97817
H -4.97736 0.46939 -2.43205
H -6.39826 -1.18951 -2.95817
H -5.46617 -1.66931 -4.26363
H -6.70903 -0.38993 -4.50767
H -1.22982 0.85723 -6.11834
H -2.91522 0.27448 -6.47852
H -1.73763 -0.83558 -5.63048
O -0.23511 -6.63715 -3.93953
S -0.43108 -6.36740 -2.55393
O 0.64459 -6.01831 -1.67555
O -1.56460 -5.21125 -2.50390
C -1.09630 -3.85615 -2.67150
C -2.30682 -2.96356 -2.60675
C -1.40489 -7.66162 -1.77417
H -0.61910 -3.83000 -3.65564
H -0.32596 -3.59746 -1.94042
H -2.91449 -3.24856 -1.74347
H -2.89393 -3.12205 -3.50954
H -2.04780 -1.93364 -2.37445
H -1.92351 -8.24913 -2.53059
H -2.21834 -7.28069 -1.16257
H -0.66632 -8.24601 -1.23220
O -5.37038 0.09959 3.49994
S -5.75508 -1.08011 4.23958
O -7.12597 -1.50259 4.24200
O -4.77539 -2.33095 3.76154
C -3.51064 -1.96022 3.17780
C -2.69369 -3.23439 3.10180
C -5.13641 -0.88757 5.94233
H -3.07187 -1.13674 3.73808
H -3.73166 -1.64044 2.15781
H -3.34105 -4.01586 2.70116
H -2.27276 -3.49700 4.07253
H -1.85233 -3.24056 2.41026
H -5.50216 0.04613 6.36221
H -4.07135 -0.69031 5.80423
H -5.30468 -1.80655 6.49042
O 3.42956 1.41823 1.16859
S 3.56932 0.77494 -0.11237
O 2.46446 0.70359 -1.05021
O 4.82527 1.31921 -0.92344
C 6.01452 1.78376 -0.21964
C 6.02130 3.29351 -0.10354
C 4.08251 -0.94657 0.13520
H 6.86315 1.34321 -0.73927
H 5.99846 1.31364 0.76862
H 6.03532 3.72290 -1.10069
H 6.95744 3.44272 0.44469
H 5.21987 3.61865 0.55573
H 3.14921 -1.39237 0.48507
H 4.87754 -0.99763 0.87254
H 4.36910 -1.33118 -0.83937
O 0.95166 2.99359 -0.66051
S 1.20678 4.36368 -0.26265
O 0.15612 5.35584 -0.19440
O 1.84388 4.23901 1.21745
C 2.29028 5.46867 1.81843
C 2.61783 5.07790 3.26275
C 2.58801 5.00954 -1.21950
H 1.46593 6.18173 1.83669
H 3.18324 5.88712 1.35170
H 1.73367 4.63700 3.71000
H 2.99095 5.97493 3.76440
H 3.51367 4.45471 3.25742
H 2.72658 6.04610 -0.93508
H 2.27257 4.81086 -2.23951
H 3.41360 4.40657 -0.84424
O 0.60958 -1.92358 -5.12533
S 1.62491 -1.32848 -4.29298
O 1.39588 -0.54121 -3.09694
O 2.71237 -2.44692 -3.82859
C 2.53763 -3.84885 -4.12406
C 3.00766 -4.65239 -2.92126
C 2.70610 -0.32908 -5.37350
H 3.15606 -4.08771 -4.99246
H 1.49131 -4.03371 -4.36178
H 2.40659 -4.33583 -2.06607
H 4.05334 -4.60006 -2.62979
H 2.69427 -5.68762 -3.04768
H 3.03436 -1.02046 -6.14119
H 3.47683 0.12989 -4.75909
H 2.11028 0.50363 -5.74585

---

22
Properties=species:S:1:pos:R:3 method="wB97M-V/def2-TZVPD" max_force_ev_per_a=5.06 smiles="C=C=C(C#N)C#N.CS(C)(#N)N" total_energy_ev=-24209.6057 orbital_gap_ev=9.01 homo_ev=-8.89 lumo_ev=0.13 charge=0
C -2.41860 -0.96247 -1.26699
C -3.72644 -0.47852 0.66058
C -1.90145 2.41856 -0.01057
C -2.32726 1.23174 -0.29041
C 2.80347 0.00597 1.31023
C 1.75296 -0.01332 -1.43393
C -2.86780 -0.02469 -0.39165
N -2.08944 -1.95058 -1.78037
N -4.55285 -0.87226 1.37415
N 0.94641 -1.76864 0.57179
N 0.14487 0.70796 0.75427
S 1.26849 -0.10051 0.36378
H -1.04160 2.42630 0.68773
H -2.39194 3.27940 -0.36156
H 3.62684 -0.30869 0.66970
H 2.92341 1.03276 1.62246
H 2.77258 -0.71584 2.17363
H 2.65508 -0.62299 -1.47110
H 0.89801 -0.39809 -1.76198
H 1.82774 1.05364 -1.67433
H 1.73505 -2.09379 -0.00799
H -0.03752 -1.84594 0.26256

---

18
Properties=species:S:1:pos:R:3 method="wB97M-V/def2-TZVPD" max_force_ev_per_a=1.91 smiles=CNCCCSS total_energy_ev=-27485.5709 orbital_gap_ev=8.49 homo_ev=-8.24 lumo_ev=0.24 charge=0
S 3.22936 0.09832 0.03194
S 1.86844 1.39112 -1.01303
C 0.15209 1.93838 -0.49464
C -0.91321 1.02212 -1.08573
C -1.18306 -0.21217 -0.20959
N -0.02331 -0.97415 0.18785
C -0.04685 -1.72626 1.42467
H 2.24015 -0.79384 0.05779
H 0.04803 1.96923 0.58916
H 0.17125 2.93717 -0.92343
H -1.77925 1.61719 -1.37983
H -0.61920 0.48390 -1.99710
H -1.94608 -0.82713 -0.70190
H -1.48404 0.15004 0.78510
H 0.49579 -1.39769 -0.56174
H 0.27899 -1.11412 2.27775
H -1.09165 -1.96802 1.65359
H 0.60259 -2.59410 1.35914

---

22
Properties=species:S:1:pos:R:3 method="wB97M-V/def2-TZVPD" max_force_ev_per_a=3.98 smiles=CCCN(C)CC total_energy_ev=-7953.3291 orbital_gap_ev=9.60 homo_ev=-8.46 lumo_ev=1.13 charge=0
C -1.48203 0.57487 1.39254
C -0.40701 1.30016 2.17525
C -0.99632 -0.70318 0.65597
N 0.17001 -0.32110 -0.19880
C -0.06797 0.20090 -1.54997
C 1.31052 0.59629 -2.17037
C 1.05757 -1.61587 -0.12999
H -1.90875 1.19015 0.63916
H -2.34912 0.11704 1.87653
H 0.41721 0.60848 2.26483
H -0.59595 1.63266 3.25150
H -0.10680 2.07135 1.52544
H -1.85560 -1.28207 0.19178
H -0.57195 -1.32015 1.51919
H -0.51097 -0.49555 -2.20190
H -0.82684 0.99651 -1.41391
H 1.41216 0.11233 -3.14435
H 2.19120 0.41200 -1.59745
H 1.22831 1.61361 -2.70527
H 0.98494 -2.12099 0.82041
H 0.75540 -2.31959 -0.93321
H 2.15200 -1.24784 -0.26738